Record 1
# C4H12S2

A cluster of 2 separate species, C4H12S2 in total in a non-equilibrium geometry (the ωB97M-V functional and the def2-TZVPD basis, OMol25).

Structure (XYZ):
```
18
Properties=species:S:1:pos:R:3:forces:R:3:mulliken_charge:R:1
S 2.570 -1.796 0.011 -0.020 -0.012 0.150 -0.090
S -1.498 1.020 -0.820 -0.016 0.053 0.240 -0.006
C -2.646 0.570 -2.118 -0.043 -0.018 -1.268 -0.870
C 3.148 -2.012 1.704 0.160 0.073 0.364 -0.784
C -2.637 1.441 0.527 1.259 -0.484 0.266 -0.902
C 2.196 -0.042 -0.123 -0.551 0.261 0.131 -0.498
H -2.012 1.907 1.292 -0.085 0.112 -0.085 0.290
H 2.943 0.531 -0.640 0.485 0.063 -0.343 0.318
H 2.743 -1.275 2.399 -0.205 0.046 -0.243 0.261
H 4.233 -1.974 1.804 -0.019 -0.078 -0.159 0.266
H 2.004 0.483 0.812 0.056 -0.431 0.273 0.252
H -2.533 1.232 -2.982 0.083 0.191 0.195 0.286
H 2.784 -2.986 2.026 0.136 -0.050 0.026 0.285
H -3.689 0.628 -1.847 -0.208 0.014 0.476 0.297
H -2.468 -0.421 -2.533 0.113 -0.199 0.388 0.301
H -3.040 0.541 0.977 -0.426 -0.015 -0.124 0.283
H -3.357 2.146 0.182 -0.699 0.358 -0.094 0.332
H 1.260 0.007 -0.671 -0.021 0.118 -0.194 -0.019
```
Positions in Å, forces in eV/Å.

Computed properties:
- SMILES: CSC.CSC
- HOMO: -8.272 eV
- HOMO-LUMO gap: 9.26 eV
- Energy above the lowest of the compared OMol25 structures with the same formula, charge and spin: 14.7 kcal/mol
- Calculated total energy: -955.94105 Eh
- Total charge: 0

=====

Record 2
# C4H12S2

A cluster of 2 separate species, C4H12S2 in total in a non-equilibrium geometry (the ωB97M-V functional and the def2-TZVPD basis, OMol25).

Structure (XYZ):
```
18
Properties=species:S:1:pos:R:3:forces:R:3:mulliken_charge:R:1
S 1.974 2.582 1.191 0.098 -0.114 0.026 -0.093
S -1.323 0.008 -2.720 0.360 -0.692 -0.198 -0.218
C -2.083 -2.702 -1.934 -0.398 0.159 0.445 -0.950
C -1.370 -1.419 -1.576 -0.095 1.259 0.996 -0.467
C 2.343 2.370 2.966 -0.601 0.735 -0.439 -0.697
C 0.830 1.200 0.900 0.588 0.294 0.188 -0.826
H -0.425 -1.574 -1.058 0.397 -0.090 -0.618 0.379
H 1.894 1.430 3.275 0.408 -0.040 0.259 0.220
H 1.919 3.196 3.539 -0.243 -0.169 -0.015 0.256
H -1.903 -0.871 -0.791 -0.415 -0.592 0.194 0.257
H -3.151 -2.499 -1.994 -0.040 -0.071 -0.514 0.274
H -2.000 -3.375 -1.079 0.224 -0.154 -0.057 0.312
H -0.283 -0.392 -3.461 -0.009 0.044 -0.167 0.108
H 0.895 0.976 -0.157 -0.141 -0.080 -0.188 0.229
H -1.718 -3.213 -2.823 0.000 0.148 -0.055 0.300
H 3.410 2.457 3.089 0.356 -0.529 0.136 0.262
H 1.162 0.332 1.472 -0.121 0.012 -0.074 0.326
H -0.173 1.494 1.162 -0.367 -0.120 0.081 0.327
```
Positions in Å, forces in eV/Å.

Computed properties:
- SMILES: CCS.CSC
- HOMO: -8.382 eV
- HOMO-LUMO gap: 9.24 eV
- Energy above the lowest of the compared OMol25 structures with the same formula, charge and spin: 14.6 kcal/mol
- Calculated total energy: -955.94119 Eh
- Total charge: 0

=====

Record 3
# C4H13ClN2

A cluster of 2 separate species, C4H13ClN2 in total in a non-equilibrium geometry (the ωB97M-V functional and the def2-TZVPD basis, OMol25).

Structure (XYZ):
```
20
Properties=species:S:1:pos:R:3:forces:R:3:mulliken_charge:R:1
Cl -1.362 1.968 -0.515 0.172 -1.710 -0.464 -0.121
N 1.366 1.635 0.834 1.006 0.239 -0.639 -0.152
N -1.799 -1.270 -2.250 2.104 0.744 -1.699 -0.238
C -0.581 -0.565 -1.694 0.237 2.108 0.806 -0.311
C -1.007 0.221 -0.467 -1.621 0.774 -0.360 -0.531
C 0.939 -0.233 2.442 -1.343 0.274 -2.654 -1.056
C 1.226 0.187 0.972 -0.070 -0.484 5.520 -0.492
H -1.537 -1.563 -3.240 -1.300 0.125 1.335 0.398
H 0.486 2.156 0.661 0.063 -0.307 0.474 0.216
H -1.883 -1.997 -1.632 -0.611 -3.438 1.270 0.322
H 1.680 0.179 3.061 0.806 0.853 1.167 0.408
H -0.078 0.172 2.654 0.628 -0.230 0.492 0.291
H 1.960 2.166 1.520 -0.759 -0.973 0.114 0.418
H 1.887 1.771 -0.004 0.635 0.496 -1.308 0.381
H -1.557 -0.251 0.372 0.665 0.158 -0.565 0.473
H 0.954 -1.308 2.622 -0.114 0.039 -0.392 0.347
H -2.666 -0.763 -2.089 -0.119 0.668 -0.908 0.343
H -0.318 0.098 -2.503 0.498 0.477 0.030 0.345
H 0.328 -1.197 -1.461 -1.561 -0.075 -0.500 0.345
H 1.446 -0.622 0.339 0.684 0.262 -1.719 0.616
```
Positions in Å, forces in eV/Å.

Computed properties:
- HOMO (alpha / beta): -15.912 / -19.590 eV
- Spin multiplicity: 3
- HOMO-LUMO gap (alpha / beta): 9.18 / 9.89 eV
- Calculated total energy: -729.10042 Eh
- Total charge: +2

=====

Record 4
# C4H13ClSi2

A cluster of 2 separate species, C4H13ClSi2 in total in a non-equilibrium geometry (the ωB97M-V functional and the def2-TZVPD basis, OMol25).

Structure (XYZ):
```
20
Properties=species:S:1:pos:R:3:forces:R:3:mulliken_charge:R:1
Cl -4.932 0.122 -0.057 -0.288 0.262 0.649 -0.218
Si 0.772 0.373 0.001 0.666 -1.004 0.335 0.322
Si -3.136 -0.855 0.006 0.809 -1.322 -0.798 0.362
C 0.780 -0.828 1.594 -4.154 3.934 -0.186 -0.856
C 0.557 -0.745 -1.534 -3.493 -2.001 4.888 -1.000
C -0.597 1.637 0.118 0.653 -1.534 5.201 -0.868
C 2.486 1.264 -0.162 -3.168 -1.095 -2.522 -1.400
H 3.159 0.861 0.455 2.763 -1.806 2.363 0.425
H 0.831 -0.104 2.532 -0.420 -1.863 -1.686 0.215
H -0.399 -1.467 -1.407 2.144 1.617 -0.359 0.106
H 2.453 2.259 0.034 -0.510 3.134 1.098 0.447
H 1.375 -1.316 -1.745 2.393 -1.979 0.051 0.413
H -1.065 2.119 -0.622 -1.574 1.705 -2.944 0.540
H -2.587 -1.654 1.265 -0.983 0.768 -0.956 -0.036
H 1.563 -1.456 1.581 2.991 -2.122 0.014 0.405
H 2.871 1.291 -1.165 0.130 -0.642 -0.673 0.375
H 0.470 -0.228 -2.365 -1.080 2.897 -4.103 0.434
H -0.180 -1.478 1.495 1.468 1.334 0.676 0.137
H -0.960 2.031 1.175 0.872 -0.919 -2.207 0.258
H -3.462 -1.827 -1.198 0.780 0.638 1.159 -0.059
```
Positions in Å, forces in eV/Å.

Computed properties:
- HOMO (alpha / beta): -8.122 / -8.803 eV
- HOMO-LUMO gap (alpha / beta): 7.70 / 7.77 eV
- Energy above the lowest of the compared OMol25 structures with the same formula, charge and spin: 113.6 kcal/mol
- Calculated total energy: -1199.24488 Eh
- Total charge: 0

=====

Record 5
# C4H13N

A cluster of 2 separate species, C4H13N in total in a non-equilibrium geometry (the ωB97M-V functional and the def2-TZVPD basis, OMol25).

Structure (XYZ):
```
18
Properties=species:S:1:pos:R:3:forces:R:3:mulliken_charge:R:1
N 2.692 -0.570 -0.046 -0.395 -1.022 -1.168 -0.596
C -1.946 1.105 2.135 -2.431 -0.340 0.366 -0.789
C 1.575 -1.149 -0.829 -0.065 0.160 -0.016 0.060
C 1.578 -0.605 -2.251 1.352 -0.069 -0.101 -1.125
C -2.590 0.708 0.772 0.544 1.340 -0.527 -0.828
H -2.055 0.177 2.736 1.376 0.601 -0.008 0.242
H -1.012 1.640 1.981 0.426 -0.893 0.262 0.270
H 1.649 -2.247 -0.843 0.100 0.322 0.134 0.309
H 2.654 0.435 -0.120 0.032 0.093 0.577 0.205
H -2.018 -0.050 0.235 0.137 -0.248 0.400 0.200
H -2.545 1.828 2.764 0.139 -0.511 -1.076 0.295
H 2.673 -0.944 0.889 0.050 0.550 0.217 0.217
H 1.541 0.490 -2.194 -0.301 -0.159 -0.341 0.285
H 0.833 -1.031 -2.907 -0.716 0.173 0.194 0.342
H 2.512 -0.865 -2.781 -0.044 0.190 0.477 0.292
H 0.606 -0.880 -0.385 -0.028 -0.233 0.036 0.014
H -3.634 0.392 0.750 0.084 0.031 0.538 0.337
H -2.515 1.568 0.095 -0.260 0.014 0.035 0.269
```
Positions in Å, forces in eV/Å.

Computed properties:
- SMILES: CCN.CC
- HOMO: -9.135 eV
- HOMO-LUMO gap: 10.08 eV
- Energy above the lowest of the compared OMol25 structures with the same formula, charge and spin: 8.0 kcal/mol
- Calculated total energy: -214.92049 Eh
- Total charge: 0

=====

Record 6
# C4H13N2

A cluster of 2 separate species, C4H13N2 in total in a non-equilibrium geometry (the ωB97M-V functional and the def2-TZVPD basis, OMol25).

Structure (XYZ):
```
19
Properties=species:S:1:pos:R:3:forces:R:3:mulliken_charge:R:1
N -1.720 1.416 0.384 1.712 0.242 0.511 -0.659
N -1.866 -2.174 -0.971 -0.064 -0.140 0.208 -0.719
C 1.102 0.729 -0.368 0.295 -0.044 -0.972 -0.149
C 0.214 -0.140 0.473 1.223 0.839 1.912 -0.784
C 2.617 0.416 -0.384 -0.545 0.690 -0.193 -1.296
C -0.844 0.539 1.293 -2.186 0.684 -2.899 -0.291
H -1.539 -2.710 -1.770 0.112 0.211 0.109 0.230
H 0.997 1.780 -0.070 -0.266 -0.081 -0.029 0.343
H -2.038 -2.850 -0.233 -0.087 0.026 -0.065 0.235
H -1.664 1.066 -0.563 -0.434 -0.067 0.078 0.229
H 2.834 -0.636 -0.521 0.053 -0.219 0.137 0.375
H 0.788 -0.802 1.132 -0.176 -0.493 -0.494 0.277
H -0.414 1.219 2.033 -0.029 -0.464 0.395 0.280
H -2.654 1.386 0.743 -0.437 -0.023 -0.292 0.242
H 3.049 0.966 -1.229 0.046 -0.195 0.130 0.359
H -1.112 -1.582 -0.621 -0.008 -0.145 -0.290 0.389
H -1.635 -0.147 1.593 0.912 -0.544 1.289 0.338
H 0.796 0.698 -1.429 -0.232 0.074 0.281 0.278
H 3.089 0.824 0.507 0.113 -0.350 0.184 0.323
```
Positions in Å, forces in eV/Å.

Computed properties:
- HOMO (alpha / beta): -8.453 / -9.023 eV
- Spin multiplicity: 2
- HOMO-LUMO gap (alpha / beta): 9.53 / 8.96 eV
- Energy above the lowest of the compared OMol25 structures with the same formula, charge and spin: 14.4 kcal/mol
- Calculated total energy: -269.61718 Eh
- Total charge: 0